1.
The following is a DFT calculation (ωB97M-V with the def2-TZVPD basis set) of a 10-piece molecular cluster, C20H54Cl6O7S7 overall in a non-equilibrium geometry.

XYZ file:
```
94
Properties=species:S:1:pos:R:3:forces:R:3
C -0.11345 5.56095 1.81864 -1.386 -0.467 0.366
S 0.16455 3.84197 1.34763 -1.986 -0.139 0.547
O 1.43408 3.84378 0.61636 1.343 -0.050 -0.451
C 0.42390 3.18406 3.00669 -1.254 1.026 -0.555
H 0.83682 5.90205 2.19171 0.158 0.419 0.562
H -1.03669 5.67825 2.49908 1.669 -0.139 -0.938
H -0.29435 6.02613 0.85674 -0.152 0.333 -0.045
H -0.52191 3.30160 3.55006 0.305 0.344 0.081
H 1.26129 3.69576 3.42295 0.574 0.216 0.623
H 0.54166 2.14618 2.91864 0.619 -1.514 -0.192
C 4.45519 -1.89512 5.23441 -2.046 -0.621 -0.311
S 3.79334 -0.82005 3.86472 -0.210 0.888 1.550
O 2.27096 -0.85704 3.92837 1.518 -0.098 0.159
C 4.25546 0.83157 4.66896 -0.143 -0.512 -2.537
H 4.06180 -1.53693 6.20660 -0.108 -0.269 -0.618
H 5.52490 -1.89166 5.31272 0.586 0.027 -0.475
H 4.03935 -2.92015 4.95780 0.695 1.275 0.602
H 5.33047 0.95944 4.70836 0.259 -0.363 0.360
H 3.74835 0.96303 5.59941 -0.325 0.011 0.523
H 3.94645 1.55423 3.88154 -0.214 -0.290 0.758
C 0.38329 2.27524 -5.26468 -1.200 -0.431 -0.085
S 0.67029 0.61534 -5.90638 -1.303 -0.273 -0.313
O 0.99772 -0.23796 -4.71718 0.536 0.221 -0.047
C -1.11184 0.09800 -6.12714 -0.167 1.257 -0.188
H -0.02721 2.01031 -4.28260 0.365 0.565 0.079
H -0.41523 2.78238 -5.82473 0.232 -0.169 0.005
H 1.27150 2.88658 -5.27606 0.335 -0.070 0.301
H -1.57729 0.20241 -5.13820 0.213 0.092 -0.201
H -0.94356 -0.93692 -6.30080 -0.169 -0.985 -0.270
H -1.79224 0.53831 -6.91733 1.238 -0.210 0.739
C -4.45335 2.38012 -3.09629 -1.504 0.449 1.799
S -2.82213 2.71906 -3.69314 0.714 2.958 -0.913
O -2.82561 3.84185 -4.76995 -0.198 -2.034 1.655
C -2.15594 3.59573 -2.20906 0.524 -1.934 -0.828
H -4.29990 1.46007 -2.52364 -0.118 -0.061 -0.004
H -5.04265 2.14976 -3.96076 -0.355 -0.202 -0.537
H -5.09473 3.08121 -2.41008 1.730 -0.679 -1.382
H -2.70913 4.49266 -2.14421 -0.365 1.125 0.009
H -1.09072 3.71439 -2.45620 -0.403 0.306 0.305
H -2.28746 2.97698 -1.32125 0.060 -0.083 0.039
C 4.30015 -0.20150 -3.06029 -2.120 -0.130 1.103
S 3.93959 -1.77163 -2.17913 -1.340 0.585 -0.463
O 2.54009 -1.63452 -1.61500 0.995 -0.242 -0.283
C 3.79986 -2.62747 -3.74454 -1.414 0.756 -0.914
H 5.11061 -0.43526 -3.69691 1.285 0.319 -0.382
H 4.44158 0.51843 -2.23133 0.251 -0.024 -0.947
H 3.40274 0.01859 -3.71112 0.762 -0.091 0.965
H 4.80512 -2.69187 -4.13249 0.201 -0.184 -0.369
H 3.08961 -2.04660 -4.42369 1.071 -0.489 0.837
H 3.33254 -3.58838 -3.64128 0.120 -0.623 0.383
C -0.16884 0.52183 -1.60768 -1.946 0.342 0.580
S -0.06038 0.54326 0.23113 -0.066 -0.741 0.218
O -0.47606 -0.82637 0.72610 -0.772 -0.011 -0.490
C 1.69275 0.42526 0.56424 0.480 0.966 1.138
H -1.28204 0.41383 -1.88435 1.626 0.044 0.656
H 0.40233 -0.30065 -1.93822 0.643 -1.016 -0.531
H 0.19458 1.42701 -2.08059 0.230 0.290 0.300
H 2.02964 1.45171 0.76780 0.320 -0.042 -0.851
H 2.26667 -0.14709 -0.18134 -0.330 0.210 0.470
H 1.73533 0.02352 1.61684 -0.222 -0.317 -1.204
C -3.80975 -1.30673 1.50669 0.055 1.089 0.537
S -4.12691 0.41493 1.03346 -1.095 0.190 -0.713
O -3.07081 0.87002 0.09475 0.281 0.079 -0.401
C -5.60427 0.07942 -0.03681 2.053 0.818 -0.622
H -4.08651 -1.25838 2.56123 0.135 -0.579 0.052
H -2.72761 -1.32371 1.39561 0.242 -0.484 0.037
H -4.35288 -2.08243 0.98130 0.040 0.020 -0.281
H -6.01753 1.04710 -0.41460 0.306 -1.010 0.324
H -6.23531 -0.47329 0.59127 -1.407 -0.610 0.676
H -5.17540 -0.58631 -0.81788 -0.528 0.615 0.165
Cl -0.77062 -4.41984 -3.09593 0.555 -0.331 -0.153
C -0.90873 -2.84004 -2.30925 -0.189 0.965 -1.301
C -2.35114 -2.57391 -2.06899 -0.712 1.077 1.964
Cl -3.08720 -1.69410 -3.43068 -0.321 0.158 -0.203
H -0.57765 -2.05637 -3.00845 0.492 -0.514 0.288
H -0.36889 -2.77250 -1.39457 0.666 -0.294 0.609
H -2.45007 -1.89479 -1.13118 -0.059 -1.253 -1.541
H -2.86591 -3.53245 -2.00392 -0.311 0.373 0.437
Cl 0.45733 -4.74843 4.19437 0.075 0.060 -0.069
C 0.64094 -4.49294 2.43135 -0.962 0.317 -0.348
C 1.67180 -3.45467 2.06025 -0.092 0.229 -0.586
Cl 3.33233 -4.07387 2.47256 -0.311 0.164 -0.038
H -0.38523 -4.33886 2.00685 1.036 0.364 0.383
H 0.98184 -5.41664 2.07455 0.313 -1.464 -0.581
H 1.49913 -2.57670 2.68179 0.322 0.280 -0.497
H 1.71582 -3.24924 0.94392 -0.346 -0.074 1.499
Cl -1.78751 0.64771 5.59273 -0.645 0.642 0.169
C -0.36296 -0.34918 5.38732 0.717 -0.473 -1.137
C -0.74334 -1.77803 5.12653 -0.644 0.439 0.666
Cl -1.43514 -2.53173 6.60210 -0.385 -0.007 -0.154
H 0.27075 -0.26495 6.26472 0.056 0.138 -0.075
H 0.15335 -0.02027 4.46387 -0.073 0.046 0.761
H 0.08938 -2.39040 4.94733 1.297 -0.346 -0.434
H -1.40310 -1.84407 4.26790 -0.402 -0.143 0.174
```
Positions in Å, forces in eV/Å.

Computed properties:
Frontier orbital gap = 8.588 eV
2S+1 = 1

=====

2.
The following is a DFT calculation (ωB97M-V with the def2-TZVPD basis set) of C20H54F6NO14S2V2 as an isolated structure in a non-equilibrium geometry.

XYZ file:
```
99
Properties=species:S:1:pos:R:3:forces:R:3
V -0.30096 2.26172 -1.85739 1.582 -2.412 0.120
V 3.02041 2.08466 -1.24995 -3.203 -1.695 -1.502
C 0.69800 0.28042 0.41737 1.340 -0.625 0.945
O 1.14157 1.17233 -0.57059 0.860 1.852 -1.182
H -0.16206 -0.32923 0.13452 -0.195 0.372 -0.176
H 1.50655 -0.43977 0.64845 -0.110 -0.078 -0.235
H 0.55530 0.75908 1.39629 -0.533 0.181 -0.244
C 1.68571 3.68030 -3.80304 0.350 0.207 0.574
O 1.66330 2.59381 -2.87809 0.196 -0.178 1.726
H 1.82754 3.37453 -4.84102 -0.235 -0.323 0.057
H 0.74834 4.22790 -3.68777 0.089 0.243 -0.379
H 2.51809 4.35774 -3.58003 -0.119 0.142 0.000
C -3.72435 3.85041 -0.09777 -1.034 -1.228 -0.280
F -3.16057 3.85631 1.10093 0.386 0.576 -0.227
F -5.03097 3.71165 0.06991 0.055 0.131 -0.056
F -3.48696 4.92071 -0.81756 0.474 0.263 0.436
S -3.13270 2.27588 -1.00129 0.914 0.871 -0.604
O -2.18247 1.63599 -0.11490 1.168 0.538 -0.580
O -4.27507 1.53095 -1.37434 -0.268 -0.204 -0.112
N -2.20959 2.88689 -2.33945 -2.452 -0.391 1.848
S -3.29020 2.99516 -3.55750 0.123 -0.219 -2.067
O -3.32279 1.81422 -4.36362 0.304 -0.051 0.159
O -4.52941 3.57019 -3.18137 -0.320 0.716 0.628
C -2.42686 4.23479 -4.63513 0.347 -0.699 0.196
F -3.21193 4.62881 -5.61250 -0.139 0.117 0.130
F -1.98937 5.26731 -3.92860 -0.018 0.307 -0.020
F -1.36137 3.60787 -5.17268 0.145 0.215 0.001
C 3.96232 -2.16696 -1.56219 0.137 0.177 0.257
C 3.09299 -1.10183 -2.20529 -0.504 -0.553 0.589
O 3.72225 0.21170 -2.14597 0.228 0.711 0.234
H 4.41727 -1.79274 -0.64046 0.035 0.132 -0.103
H 4.75071 -2.52470 -2.22428 -0.013 -0.028 0.023
H 3.35689 -3.01155 -1.23143 -0.048 -0.064 -0.340
H 2.15928 -1.00961 -1.65077 0.064 0.297 -0.028
H 2.82005 -1.35527 -3.22881 0.249 0.255 -0.095
H 4.62788 0.14571 -2.47332 -0.057 -0.109 -0.085
C -0.72475 2.34708 3.99537 -0.408 0.080 0.380
C -0.67224 3.51444 3.02071 0.250 0.266 1.213
O 0.47668 4.35477 3.27351 -0.119 -0.472 -0.548
H -0.95445 2.74353 4.98703 0.198 0.032 0.011
H 0.20158 1.77884 4.10075 0.000 -0.056 -0.340
H -1.56525 1.68362 3.77364 0.206 -0.150 -0.212
H -1.50394 4.15875 3.30218 -0.222 -0.029 -0.614
H -0.72041 3.20028 1.97780 -0.076 0.084 -0.075
H 1.18964 3.97945 2.75079 0.176 0.156 0.133
C 1.60937 -4.96417 0.49146 -0.165 0.734 -0.245
C 0.66743 -4.07210 -0.29682 -0.148 1.285 0.628
O -0.56341 -4.66901 -0.67578 0.361 -0.070 -0.318
H 1.11711 -5.19300 1.43815 0.122 -0.421 -0.045
H 2.47977 -4.35367 0.74763 0.120 -0.195 0.002
H 1.92327 -5.84755 -0.05649 -0.070 -0.143 0.106
H 1.10415 -3.56742 -1.16604 0.053 -0.832 -0.380
H 0.46326 -3.17102 0.31447 -0.163 -0.324 0.236
H -0.94375 -5.09602 0.09892 -0.061 0.016 -0.031
C 0.23199 -0.79360 -4.89696 0.702 0.788 -0.266
C -0.77236 0.24841 -4.42043 -0.462 -1.883 0.083
O -0.71046 0.41817 -2.99035 0.449 1.008 0.398
H 1.23573 -0.50647 -4.56515 -0.028 -0.155 -0.035
H 0.25068 -0.79726 -5.98952 -0.053 0.004 0.025
H 0.01034 -1.81184 -4.58299 -0.141 0.090 0.267
H -1.74269 -0.20182 -4.64612 -0.214 0.671 -0.074
H -0.67765 1.20772 -4.91147 0.081 0.117 0.153
H -0.79280 -0.44306 -2.53725 0.135 -0.196 -0.103
C -3.46110 -2.82705 -1.27270 0.338 -1.225 0.238
C -2.64971 -1.81607 -2.02029 0.038 1.605 0.340
O -1.22479 -2.02079 -1.79856 -0.682 -0.191 -0.491
H -3.34673 -3.82441 -1.71446 -0.053 0.104 -0.140
H -4.52930 -2.65894 -1.16618 0.027 0.454 -0.226
H -3.02779 -2.93386 -0.27481 -0.175 0.202 0.058
H -2.82693 -0.80736 -1.62835 -0.096 -0.176 0.224
H -2.87852 -1.67701 -3.08233 0.071 -0.678 -0.070
H -1.09313 -2.97743 -1.88862 0.258 0.057 0.167
C 1.74046 -2.43207 3.41353 0.019 0.245 -0.062
C 1.61041 -2.29916 4.91395 0.003 -0.401 -0.328
O 0.21991 -2.39094 5.22373 0.371 0.048 0.251
H 1.38598 -1.52297 2.92442 -0.169 -0.051 -0.073
H 1.13368 -3.27714 3.08908 0.064 -0.015 -0.123
H 2.77613 -2.58570 3.10534 -0.001 -0.069 0.068
H 2.03369 -1.35221 5.25635 -0.028 0.023 0.119
H 2.14544 -3.12738 5.38932 0.050 0.110 0.092
H 0.17582 -2.52803 6.17573 -0.380 0.062 -0.025
C 4.55586 0.11885 4.15543 0.294 -0.830 -0.759
C 3.40250 0.89010 3.55676 0.171 0.589 1.586
O 3.93972 2.16540 3.15355 -0.390 -0.427 -0.835
H 4.92421 0.58088 5.06613 0.111 0.210 -0.121
H 5.34577 0.02459 3.40304 0.182 0.333 0.221
H 4.33257 -0.92415 4.39094 -0.453 0.117 0.094
H 2.71523 1.11705 4.38249 -0.320 -0.295 -0.244
H 2.85213 0.37052 2.76930 0.237 0.003 -0.186
H 3.17573 2.67338 2.86301 0.139 0.289 0.177
C -3.51424 -0.60049 2.00941 0.833 -0.557 -1.143
C -2.27907 -1.40574 2.36623 0.383 0.789 -0.805
O -2.27444 -1.67249 3.73937 0.053 -0.404 -0.034
H -4.37314 -1.20011 2.29660 -0.355 0.538 0.203
H -3.47821 -0.53599 0.91442 -0.371 -0.041 0.017
H -3.47091 0.43863 2.32468 -0.317 -0.153 0.629
H -1.38275 -0.84814 2.03774 -0.010 0.180 0.395
H -2.24083 -2.27280 1.68616 -0.252 -0.435 0.600
H -1.50726 -2.21333 3.96220 0.089 0.145 0.224
```
Positions in Å, forces in eV/Å.

Computed properties:
Frontier orbital gap (spin up / spin down) = 6.729 / 7.065 eV
2S+1 = 7
Total charge = +1